Below is 2 unconnected molecules or ions with the total composition C32H36O3P at a distorted geometry, with properties calculated with ωB97M-V/def2-TZVPD.

Geometry as XYZ:
```
72
Properties=species:S:1:pos:R:3
C -3.164 0.003 2.221
C -1.918 0.567 2.809
C -0.642 0.338 2.189
C 0.277 1.420 1.933
C -0.186 2.846 1.810
C 1.624 1.129 1.782
C 2.102 -0.182 1.699
C 3.573 -0.440 1.636
C 1.169 -1.221 1.703
C -0.193 -0.990 1.846
C -1.128 -2.155 1.704
H -3.916 0.802 2.101
H -2.951 -0.405 1.217
H -3.650 -0.824 2.792
H -2.026 1.527 3.355
H 0.683 3.516 1.845
H -0.717 3.030 0.861
H -0.854 3.134 2.628
H 2.346 1.948 1.744
H 3.765 -1.514 1.609
H 4.008 0.001 0.733
H 4.096 0.002 2.496
H 1.539 -2.243 1.614
H -0.547 -3.082 1.588
H -1.752 -2.275 2.598
H -1.790 -2.062 0.827
C -6.776 -5.113 5.772
O -6.865 -3.770 6.303
C -5.935 -2.852 5.925
C -6.073 -1.548 6.457
C -5.105 -0.590 6.208
C -3.964 -0.892 5.433
P -2.549 0.271 5.229
C -3.163 1.741 6.176
C -2.879 1.950 7.545
C -3.485 2.969 8.257
C -4.409 3.828 7.618
O -5.066 4.722 8.409
C -6.029 5.620 7.810
C -4.636 3.689 6.229
C -4.026 2.653 5.532
C -1.355 -0.437 6.431
C -0.071 0.140 6.529
C 0.796 -0.217 7.552
C 0.396 -1.183 8.503
O 1.121 -1.504 9.610
C 2.404 -0.870 9.826
C -0.849 -1.838 8.353
C -1.707 -1.459 7.340
C -3.864 -2.181 4.866
C -4.838 -3.146 5.084
H -7.672 -5.592 6.168
H -6.789 -5.119 4.672
H -5.873 -5.630 6.130
H -6.931 -1.329 7.088
H -5.235 0.399 6.648
H -2.187 1.299 8.079
H -3.292 3.111 9.318
H -6.313 6.266 8.642
H -5.587 6.212 6.995
H -6.906 5.076 7.429
H -5.317 4.377 5.726
H -4.243 2.549 4.467
H 0.245 0.897 5.809
H 1.770 0.265 7.655
H 2.796 -1.399 10.696
H 3.075 -0.994 8.963
H 2.292 0.202 10.045
H -1.127 -2.606 9.071
H -2.673 -1.958 7.273
H -2.996 -2.456 4.261
H -4.739 -4.140 4.644
```

Summary:
E_LUMO = -4.0 eV
spin multiplicity = 1
total charge = +1
HOMO-LUMO gap = 6.568 eV
E_tot = -1807.7455 Ha

The net atomic charges from Mulliken, expressed in e, are:
1. C -1.50
2. C 0.33
3. C 0.76
4. C 0.73
5. C -1.46
6. C -0.88
7. C 0.55
8. C -1.48
9. C -1.00
10. C 0.80
11. C -1.13
12. H 0.34
13. H 0.45
14. H 0.33
15. H 0.38
16. H 0.38
17. H 0.32
18. H 0.28
19. H 0.37
20. H 0.35
21. H 0.35
22. H 0.34
23. H 0.26
24. H 0.43
25. H 0.04
26. H 0.31
27. C -0.81
28. O -0.44
29. C 0.57
30. C -0.85
31. C -0.32
32. C -0.31
33. P 1.95
34. C -0.57
35. C -0.01
36. C -0.87
37. C 0.75
38. O -0.42
39. C -0.82
40. C -0.61
41. C -0.42
42. C -0.47
43. C -0.57
44. C -0.53
45. C 0.70
46. O -0.42
47. C -0.81
48. C -0.81
49. C 0.25
50. C -0.36
51. C -0.68
52. H 0.25
53. H 0.32
54. H 0.34
55. H 0.46
56. H 0.31
57. H 0.27
58. H 0.46
59. H 0.25
60. H 0.33
61. H 0.34
62. H 0.39
63. H 0.34
64. H 0.39
65. H 0.37
66. H 0.25
67. H 0.32
68. H 0.34
69. H 0.46
70. H 0.30
71. H 0.38
72. H 0.40